ORCA calculation (ωB97M-V/def2-TZVPD) on C5H7N as an isolated structure.

Results
- Highest occupied orbital energy (alpha / beta): -8.17 / -8.17 eV
- Gap between HOMO and LUMO (alpha / beta): 8.1 / 8.1 eV
- LUMO energy (alpha / beta): -0.03 / -0.03 eV
- Net charge: 0

```
13
Properties=species:S:1:pos:R:3:forces:R:3
H 1.75594 0.74983 -1.21693 -0.1 -0.2 1.1
C 1.14570 0.60665 -0.29454 -0.6 -0.5 -0.6
H 1.50380 0.56548 0.69043 2.0 -0.1 0.8
N 0.59298 -1.34617 1.69590 -0.2 1.9 -4.9
H -1.83699 0.33351 -1.35215 -0.6 0.0 -0.4
H -0.73015 1.66145 0.56120 0.4 0.2 0.6
C -0.11478 1.39618 -0.28017 -1.3 -4.4 -1.7
H -0.15270 0.44281 -2.21424 -1.3 0.2 0.0
C -0.34109 -1.11746 0.78610 3.2 -0.6 3.8
H 0.29338 -1.92936 2.37147 -1.7 -2.0 3.3
C -0.77169 0.40574 -1.28975 0.8 0.6 -0.9
C -0.00152 -0.50174 -0.39218 2.2 6.2 -1.6
H -1.34288 -1.26694 0.93485 -2.7 -1.2 0.5
```
Forces are in eV/Å.


ORCA calculation (ωB97M-V/def2-TZVPD) on an isolated ion of composition C4H8IN2 and charge +1.

Results
- Highest occupied orbital energy: -12.95 eV
- Gap between HOMO and LUMO: 9.3 eV
- LUMO energy: -3.67 eV
- Net charge: +1
- SMILES string: C/[NH+]=C\N/C=C\I

```
15
Properties=species:S:1:pos:R:3:forces:R:3
N -1.03339 -0.83916 -0.39240 -1.9 -2.4 -1.2
H -1.45784 1.12745 -0.44675 -0.9 1.7 0.8
C -0.13799 -1.46808 0.30204 0.0 -1.6 1.3
C 2.56970 0.88232 0.87970 1.9 -0.1 0.1
C -0.85848 0.47295 -0.97877 -1.6 -2.2 -2.3
H 0.14420 0.69299 -1.03409 2.1 0.9 0.1
N 0.99955 -0.98419 0.77448 -0.1 -0.9 -0.3
H -1.21715 0.32143 -2.02231 0.1 0.7 0.7
H 2.89067 1.76852 1.50906 -0.7 -1.0 -1.2
H -1.85595 -1.43519 -0.81700 2.3 1.5 1.5
C 1.36975 0.33966 1.02255 1.3 1.1 0.7
H 1.52538 -1.61163 1.37155 0.0 -0.3 -0.3
I 4.23555 -0.03644 -0.17061 -1.3 0.6 0.6
H 0.81474 0.80754 1.78843 -1.2 0.7 0.5
H -0.32943 -2.52214 0.65620 0.0 1.2 -0.9
```
Forces are in eV/Å.


The records above give, respectively, ΔE to the lowest compared entry with this formula, charge and spin values of 107.4 36.6 kcal per mole.
The records above give, respectively, total energy values of -6783.8553 -15350.5188 eV.